# 1
Computed, not measured: a cluster of 2 separate species, C12H21F6NO6P in total in a non-equilibrium geometry, with ωB97M-V with the def2-TZVPD basis set.

Output
Calculated total energy   -52159.1799 eV
F_max   2.42 eV/A
Charge   -1
2S+1   1

Structure (XYZ):
```
47
Properties=species:S:1:pos:R:3:forces:R:3
C 3.048352 -1.214690 0.214252 0.376 0.010 -0.133
C 3.138136 -1.429327 -1.291162 -0.350 0.404 0.010
C 2.005034 -0.817089 -2.090261 -1.468 -0.970 -0.142
O 0.958743 -1.413669 -2.240490 1.412 0.917 -0.165
O 2.220646 0.377527 -2.740506 -0.500 -0.302 0.322
C 2.632263 1.493903 -1.963077 0.543 0.308 -0.283
C 1.652023 2.640618 -1.977913 -0.356 0.049 0.384
C 0.438901 2.504791 -1.052006 -0.234 0.046 -0.330
O 0.006534 1.184109 -0.869985 0.275 0.091 0.099
C 0.249790 0.663262 0.425435 -0.485 -0.801 -0.001
C -0.963980 0.716265 1.374776 0.615 0.756 -0.128
N -0.790305 1.729836 2.424201 -0.693 -0.169 -0.012
C -2.272222 0.934917 0.644932 -0.367 -0.349 0.907
C -2.692986 -0.295582 -0.088068 1.013 -1.018 -1.205
O -2.002842 -0.962393 -0.828979 -1.413 1.049 1.087
O -4.032029 -0.649094 0.165113 0.297 0.073 -0.619
C -4.659358 -1.114693 -0.981312 -0.746 -2.296 -0.211
C -4.745852 -0.115763 -2.098551 0.390 0.258 0.368
O -5.134361 -2.232723 -1.054789 0.706 2.115 0.483
H 3.038672 -0.173777 0.507622 -0.076 0.245 0.058
H 2.190821 -1.703761 0.645745 -0.214 -0.099 0.076
H 3.932565 -1.648124 0.657194 0.217 -0.230 0.297
H 4.097641 -1.125224 -1.686707 0.277 0.287 -0.107
H 3.032314 -2.487739 -1.456091 0.030 -0.456 -0.184
H 2.874537 1.246548 -0.938568 -0.052 -0.390 0.251
H 3.551402 1.855320 -2.411612 0.328 0.061 -0.124
H 1.327752 2.877242 -2.980169 -0.014 -0.206 -0.464
H 2.195782 3.511857 -1.627916 0.264 0.310 -0.009
H -0.383998 3.058055 -1.499878 -0.225 0.218 -0.058
H 0.644906 2.979685 -0.096774 0.130 0.041 0.297
H 0.542751 -0.369966 0.335542 -0.048 -0.337 -0.354
H 1.086906 1.165247 0.894548 0.259 0.297 0.149
H -1.049149 -0.231385 1.876134 0.201 -0.328 0.200
H -0.841197 2.665930 2.046156 0.206 0.130 -0.073
H 0.115898 1.578426 2.837991 0.151 0.139 0.242
H -3.018041 1.122391 1.405568 -0.268 0.155 0.191
H -2.252369 1.795342 -0.010453 0.065 0.123 -0.452
H -4.328660 -0.553976 -2.988204 -0.006 -0.224 -0.388
H -4.188523 0.783527 -1.870738 0.114 0.193 0.037
H -5.776340 0.162727 -2.256306 -0.371 -0.092 -0.110
F 1.277961 -2.250910 4.683948 0.209 -0.569 -0.124
P 0.584000 -2.650639 3.240858 0.227 -0.531 0.370
F -0.519582 -2.229939 2.103948 0.216 -0.414 -0.715
F 0.220916 -4.204789 2.817087 -0.096 0.047 0.772
F 1.225625 -1.193280 2.710206 -0.406 0.532 0.666
F -0.731953 -2.760182 4.236141 -0.077 0.606 -0.251
F 2.092880 -3.218810 2.853118 -0.052 0.321 -0.624
```
Forces are in eV/Å.

---

# 2
Computed, not measured: a cluster of 3 separate species, C5H13NO in total in a non-equilibrium geometry, with ωB97M-V with the def2-TZVPD basis set.

Output
Calculated total energy   -8929.4499 eV
ΔE to the lowest compared entry with this formula, charge and spin   105.2 kcal per mole
F_max   6.03 eV/A
2S+1   1

Structure (XYZ):
```
20
Properties=species:S:1:pos:R:3:forces:R:3
C -0.036145 0.086410 -0.725166 -5.037 0.720 0.550
C 2.519686 0.359954 -0.251244 -2.371 1.159 1.549
C 0.587812 0.863145 0.255158 5.991 -0.489 -0.505
C -1.937245 0.730172 -0.009433 0.986 -1.159 -1.887
C -2.677489 -0.434510 0.596803 0.093 -0.246 -0.055
N 2.881598 -0.878606 0.333432 0.246 -0.384 0.062
O 0.061861 -1.276335 -0.606332 0.149 -0.089 0.069
H -0.414662 -1.699573 -1.327967 -0.003 0.079 0.038
H -0.020218 0.446814 -1.753736 -0.064 0.035 0.148
H 2.326197 -1.646672 -0.026201 0.029 0.171 0.082
H 2.797385 -0.872064 1.342774 0.032 0.023 -0.135
H 2.625180 0.346165 -1.333842 -0.313 0.063 0.002
H 3.060400 1.196808 0.184044 0.221 -0.109 -0.102
H 0.554448 1.933275 0.106423 -0.268 -0.024 0.146
H 0.549333 0.483839 1.269528 -0.152 0.168 0.052
H -1.954502 1.602516 0.642355 0.747 -0.003 0.013
H -2.306768 1.033384 -0.988414 -0.429 -0.012 0.064
H -2.300471 -0.673312 1.595432 0.103 -0.035 -0.081
H -2.560638 -1.329960 -0.022225 -0.050 -0.007 0.108
H -3.755761 -0.271450 0.718611 0.089 0.138 -0.117
```
Forces are in eV/Å.

---

# 3
Computed, not measured: a cluster of 2 separate species, C8H13O2S3 in total in a non-equilibrium geometry, with ωB97M-V with the def2-TZVPD basis set.

Output
Calculated total energy   -45105.6024 eV
ΔE to the lowest compared entry with this formula, charge and spin   57.8 kcal per mole
F_max   4.42 eV/A
Charge   -1
2S+1   1

Structure (XYZ):
```
26
Properties=species:S:1:pos:R:3:forces:R:3
C -3.014329 -0.805843 -0.714891 3.037 -3.195 -0.255
C -1.740989 0.806222 0.118506 -0.619 -1.999 0.662
C 3.424108 -0.854279 -0.499906 -3.559 -2.448 -0.485
C -4.577802 1.035013 -0.822516 0.824 0.050 -1.001
C 1.962689 -0.427224 -0.087627 1.327 -2.891 0.724
C 2.009303 0.694019 0.856495 0.326 1.292 1.307
C 0.669922 1.008098 1.568224 -0.568 -2.451 1.327
C -4.095613 -0.174345 -0.097158 -1.013 3.935 1.726
O -2.552905 -0.718314 -1.851656 -1.057 -0.276 0.294
O -2.567065 -1.888154 0.089026 0.428 -0.331 -1.047
S -1.346924 1.985568 -0.841772 0.403 1.510 -0.615
S -4.631092 -0.433684 1.461299 -0.391 -0.624 0.097
S -0.914481 -0.135894 1.228577 2.098 1.747 0.431
H 3.945434 -1.124124 0.434250 0.429 0.821 -0.765
H 3.677494 -0.103997 -1.207715 1.629 0.508 -0.220
H 3.231121 -1.852882 -1.048396 0.802 1.502 0.509
H -5.320742 1.532229 -0.192011 0.316 0.257 -0.344
H -3.616396 1.683277 -1.139527 -2.348 -1.159 0.464
H -5.065704 0.603183 -1.717981 0.197 0.727 -0.082
H 1.505259 -1.342520 0.294980 0.203 -0.023 1.197
H 1.228535 -0.356794 -0.835295 -0.401 1.140 -1.898
H 2.371588 1.593520 0.252163 -0.518 -0.778 1.021
H 2.792087 0.484630 1.653850 -0.750 0.281 -0.921
H 0.667480 0.990024 2.695086 0.505 0.059 -1.165
H 0.315633 1.918332 1.239024 -0.881 2.028 -0.508
H -2.931037 -1.852335 0.993315 -0.418 0.318 -0.454
```
Forces are in eV/Å.

---

# 4
Computed, not measured: a structure of composition C26H41Cl12IN2O2S in a non-equilibrium geometry, with ωB97M-V with the def2-TZVPD basis set.

Output
Calculated total energy   -203908.7661 eV
F_max   1.19 eV/A
2S+1   1

Structure (XYZ):
```
85
Properties=species:S:1:pos:R:3:forces:R:3
C -2.072407 -2.889604 0.694373 -0.404 0.230 -0.118
C -0.811164 -2.268013 0.176421 -0.267 -0.246 0.622
O 0.257410 -2.723214 0.453564 0.830 -0.169 -0.252
O -0.980572 -1.156359 -0.568336 -0.134 -0.251 -0.307
C -0.298709 -1.142481 -1.834598 -0.373 0.519 -0.617
C 0.147312 0.271322 -2.171956 0.607 0.495 0.346
C 1.651053 0.573282 -1.963125 -0.140 -0.530 0.124
C 2.247151 -0.050994 -0.719328 0.132 0.105 0.381
C 2.970272 -1.268678 -0.923230 0.150 -0.424 0.269
C 3.564663 -1.980303 0.071163 -0.123 0.249 -0.315
C 3.484464 -1.454053 1.386602 0.133 -0.398 -0.816
N 4.015536 -1.989978 2.482352 -0.187 0.331 0.577
S 3.641062 -0.967744 3.688858 0.396 -0.627 -0.687
N 2.853879 0.151854 2.874718 -0.306 0.188 0.143
C 2.803985 -0.222708 1.591512 -0.080 0.402 0.562
C 2.153743 0.500861 0.544113 -0.344 -0.205 -1.025
C 1.427028 1.813634 0.739298 0.545 0.216 1.031
C 0.381622 1.936987 1.874653 -0.036 -0.348 -0.147
C -0.390279 0.658285 2.213238 -0.383 0.249 0.109
I 1.147969 2.869823 3.678285 -0.033 0.125 -0.218
H -1.872891 -3.928605 0.921947 0.050 -0.114 0.080
H -2.398130 -2.392852 1.606414 0.036 0.118 0.072
H -2.879450 -2.810292 -0.028817 -0.068 0.041 -0.056
H 0.496888 -1.880569 -1.892695 0.206 0.037 0.401
H -1.045197 -1.431656 -2.578001 -0.122 -0.116 0.041
H -0.423013 0.980231 -1.572458 -0.292 -0.146 0.069
H -0.088783 0.498864 -3.207567 -0.079 -0.025 -0.105
H 1.849194 1.641144 -1.962588 -0.167 0.145 -0.196
H 2.172935 0.157365 -2.824204 0.213 0.078 -0.040
H 3.026493 -1.667758 -1.928549 0.006 0.094 -0.091
H 4.087409 -2.897070 -0.150002 0.053 -0.109 0.152
H 0.939187 2.124964 -0.174333 -0.124 -0.199 -0.239
H 2.178772 2.582465 0.931422 0.087 0.059 -0.085
H -0.340475 2.671080 1.540832 0.033 0.257 0.100
H 0.051383 -0.240945 1.800534 0.268 -0.081 0.036
H -0.515018 0.550068 3.285062 0.105 -0.184 0.102
H -1.398751 0.741409 1.807260 -0.056 -0.065 -0.147
Cl 0.566338 2.387260 -5.157167 0.035 0.074 -0.017
C 0.808721 1.388211 -6.614366 -0.090 -0.006 -0.075
C 1.571891 0.125302 -6.313339 -0.026 -0.065 -0.047
Cl 3.272205 0.441065 -5.876153 -0.002 -0.015 0.048
H 1.318155 1.997778 -7.356518 0.055 0.017 0.056
H -0.179714 1.132015 -6.992923 0.139 0.101 0.113
H 1.584210 -0.512540 -7.196116 0.008 0.038 -0.026
H 1.115938 -0.426434 -5.493954 0.020 0.040 0.040
Cl -2.336471 3.286629 -8.281481 0.059 -0.018 0.006
C -2.911889 2.125218 -9.505087 0.038 0.016 -0.073
C -3.306666 0.808936 -8.888295 -0.085 0.218 -0.223
Cl -1.897521 -0.076723 -8.247278 -0.085 -0.191 -0.055
H -2.124840 2.001010 -10.244859 0.037 0.001 0.042
H -3.776936 2.572116 -9.991913 -0.037 -0.013 0.051
H -3.764883 0.170374 -9.640221 0.046 -0.015 -0.020
H -4.009743 0.940881 -8.075143 0.066 0.069 0.077
Cl -2.106243 3.740575 5.948412 -0.036 -0.011 -0.001
C -1.545931 5.424382 6.093345 0.047 0.023 0.089
C -2.159225 6.322823 5.049510 -0.029 0.095 0.029
Cl -1.568172 5.957984 3.408851 -0.043 0.001 -0.023
H -0.460287 5.422442 6.030052 -0.004 -0.056 -0.083
H -1.834705 5.769097 7.085108 -0.039 0.016 -0.017
H -1.894343 7.358504 5.256698 0.049 -0.017 0.021
H -3.242924 6.238251 5.042236 0.004 -0.068 -0.031
Cl 2.084414 -4.213719 8.569645 -0.016 0.015 0.019
C 1.865342 -4.743414 6.879422 0.037 -0.103 -0.052
C 1.995778 -3.599356 5.909595 0.056 0.011 -0.131
Cl 0.646855 -2.444250 6.048395 -0.010 0.054 0.023
H 0.893085 -5.222768 6.801621 -0.034 0.062 0.051
H 2.635880 -5.485178 6.676458 0.038 0.040 0.007
H 1.987300 -3.975508 4.887624 -0.025 -0.025 0.009
H 2.922532 -3.051489 6.064896 -0.021 0.032 0.036
Cl -5.230744 -1.582522 -4.141374 -0.010 0.011 0.001
C -4.985049 -2.917515 -5.295385 -0.013 -0.075 0.029
C -4.226046 -2.475249 -6.519112 0.135 -0.109 -0.024
Cl -5.177566 -1.364821 -7.540784 -0.184 -0.209 0.122
H -5.960164 -3.321187 -5.555345 -0.025 0.065 -0.008
H -4.418158 -3.687837 -4.775112 0.043 0.021 -0.016
H -3.983648 -3.339786 -7.134904 -0.056 -0.014 0.000
H -3.300335 -1.970349 -6.254774 -0.044 0.083 0.000
Cl 1.644003 2.275220 8.873051 -0.014 0.018 -0.017
C 1.792892 0.510869 8.656197 -0.059 -0.095 0.069
C 3.010190 0.139155 7.851441 0.105 -0.169 -0.014
Cl 2.861993 0.646410 6.149343 -0.100 0.323 0.313
H 0.882366 0.151963 8.183454 0.011 0.050 -0.059
H 1.864348 0.073006 9.650442 0.044 0.014 0.002
H 3.130227 -0.944274 7.854392 -0.086 -0.009 0.020
H 3.912972 0.587683 8.258576 -0.028 0.075 -0.019
```
Forces are in eV/Å.